Computed, not measured: a molecular structure, C2H3O2Sc, with the ωB97M-V functional and the def2-TZVPD basis.

Frontier orbital gap (eV): 9.500
Energy above the lowest of the compared OMol25 structures with the same formula, charge and spin (eV): 2.722

```
! wB97M-V def2-TZVPD RIJCOSX def2/J DEFGRID3
* xyz 2 1
H 0.43427 -1.56069 -1.49808
C 0.89566 -0.60781 -1.26491
C 1.66568 0.28307 -0.95275
H 2.55254 0.83489 -0.66558
O -1.63795 -0.70086 1.35765
O -1.76385 0.76799 1.34077
H -2.33886 0.94941 0.58512
Sc 0.19250 0.03399 1.09777
*
```